The following is a quantum chemistry calculation of C3H5N2OS as an isolated structure at a distorted geometry, from the Open Molecules 2025 dataset.

```
12
Properties=species:S:1:pos:R:3:lowdin_charge:R:1
C 1.560 -1.239 -0.217 -0.3963
C 2.092 -0.071 -0.079 -0.1279
C -2.419 0.342 0.196 -0.0365
N -0.207 1.157 -0.235 0.2122
N -0.999 0.363 -0.020 -0.3306
O 2.836 0.837 0.280 0.2871
S -0.164 -1.688 0.089 0.7618
H 2.332 -1.960 -0.400 0.1153
H -2.780 1.298 -0.059 0.0852
H -2.913 -0.478 -0.488 0.1470
H -2.504 -0.009 1.269 0.1286
H 3.166 1.447 -0.335 0.1543
```

Values from the calculation:
- relative energy (zero: lowest compared OMol25 entry of this formula, charge and spin) (kJ/mol) = 464.0
- HOMO-LUMO gap (eV) = 7.90
- net charge = +1

=====

The following is a quantum chemistry calculation of an isolated ion of composition C3H5N2OS2 and charge +1 at a distorted geometry, from the Open Molecules 2025 dataset.

```
13
Properties=species:S:1:pos:R:3:lowdin_charge:R:1
C -0.929 -1.318 0.402 -0.0154
C -0.812 0.604 -0.796 -0.4218
C 0.611 0.335 0.048 -0.9901
N -1.573 -0.519 -0.436 0.1941
N 0.262 -0.890 0.718 0.0445
O -1.108 1.523 -1.462 0.1944
S 0.848 1.705 1.257 0.8142
S 1.981 0.093 -1.151 0.8192
H -1.354 -2.239 0.779 0.1835
H -2.505 -0.689 -0.802 0.1975
H 0.900 -1.371 1.343 0.1840
H 0.712 2.665 0.343 -0.0943
H 2.965 0.100 -0.243 -0.1097
```

Values from the calculation:
- relative energy (zero: lowest compared OMol25 entry of this formula, charge and spin) (kJ/mol) = 0.0
- HOMO-LUMO gap (eV) = 8.52
- net charge = +1
- SMILES string = O=C1NC=[NH+]C1(S)S

=====

The following is a quantum chemistry calculation of one molecule with the formula C3H5N2P at a distorted geometry, from the Open Molecules 2025 dataset.

```
11
Properties=species:S:1:pos:R:3:lowdin_charge:R:1
C 0.512 0.793 0.408 -0.4072
C -0.328 -0.191 -0.158 -0.5628
C -1.862 0.064 0.024 0.0142
N 0.135 -1.191 -0.790 0.2151
N 2.414 -0.829 -0.294 -0.2401
P 2.199 0.604 0.229 0.7746
H 0.021 1.574 1.117 0.0753
H -2.268 -0.893 0.283 0.0819
H -2.205 0.374 -0.861 0.0389
H -1.872 0.774 0.779 0.0426
H 3.253 -1.080 -0.738 -0.0325
```

Values from the calculation:
- relative energy (zero: lowest compared OMol25 entry of this formula, charge and spin) (kJ/mol) = 359.5
- HOMO-LUMO gap (spin up / spin down) (eV) = 6.90 / 8.03

=====

The following is a quantum chemistry calculation of a 2-piece molecular cluster, C3H5N2S overall at a distorted geometry, from the Open Molecules 2025 dataset.

```
11
Properties=species:S:1:pos:R:3:lowdin_charge:R:1
C -0.596 -1.379 -1.582 -0.3619
C 0.708 0.575 -1.058 -0.3727
C 0.017 0.651 2.197 0.3949
N -0.682 -1.012 -0.298 -0.0038
N 0.031 0.061 -0.116 -0.1332
S 0.426 -0.364 -2.506 1.1060
H -0.919 -2.238 -2.040 0.0561
H 1.052 1.624 -1.186 0.1172
H -0.919 0.018 2.266 0.0951
H 1.052 0.372 2.250 0.0571
H -0.171 1.693 2.074 0.0453
```

Values from the calculation:
- relative energy (zero: lowest compared OMol25 entry of this formula, charge and spin) (kJ/mol) = 354.2
- HOMO-LUMO gap (eV) = 8.67
- net charge = +1

=====

The following is a quantum chemistry calculation of one molecule with the formula C3H5N3 at a distorted geometry, from the Open Molecules 2025 dataset.

```
11
Properties=species:S:1:pos:R:3:lowdin_charge:R:1
C -1.640 -0.072 0.118 -0.0179
N -0.223 -0.204 -0.156 -0.2263
C 0.696 0.760 0.063 -0.0890
C 1.896 0.089 0.037 -0.1466
N 1.637 -1.210 -0.258 -0.0113
N 0.351 -1.379 -0.371 0.0181
H -2.221 -0.507 -0.692 0.0867
H -1.857 -0.583 1.060 0.0925
H -1.886 0.987 0.241 0.0891
H 0.341 1.702 -0.295 0.1120
H 2.906 0.416 0.252 0.0925
```

Values from the calculation:
- relative energy (zero: lowest compared OMol25 entry of this formula, charge and spin) (kJ/mol) = 163.7
- HOMO-LUMO gap (eV) = 10.62
- SMILES string = Cn1ccnn1

=====

The following is a quantum chemistry calculation of one molecule with the formula C3H5N3 at a distorted geometry, from the Open Molecules 2025 dataset.

```
11
Properties=species:S:1:pos:R:3:lowdin_charge:R:1
N -1.663 1.566 -0.280 0.1465
C -0.603 0.742 -0.054 -0.5872
C -0.530 -0.769 0.032 -0.1713
N 0.796 -1.327 -0.115 -0.0172
C 1.778 -0.543 -0.114 -0.0374
N 0.312 1.590 0.107 0.2224
H -2.397 1.304 0.382 0.0557
H -0.941 -1.117 0.990 0.1266
H -1.181 -1.178 -0.753 0.1232
H 2.810 -0.874 -0.253 0.0796
H 1.619 0.606 0.057 0.0592
```

Values from the calculation:
- relative energy (zero: lowest compared OMol25 entry of this formula, charge and spin) (kJ/mol) = 485.5
- HOMO-LUMO gap (spin up / spin down) (eV) = 7.94 / 9.06

=====

The following is a quantum chemistry calculation of a 2-piece molecular cluster, C3H5N3 overall at a distorted geometry, from the Open Molecules 2025 dataset.

```
11
Properties=species:S:1:pos:R:3:lowdin_charge:R:1
N 1.735 0.611 0.923 0.1088
C 0.568 -0.046 0.579 -0.5275
C 0.763 1.053 -0.320 -0.0084
N -2.542 -0.250 -1.873 0.0418
C -2.257 -0.850 -0.920 -0.1194
N -0.282 -0.871 0.973 0.1265
H 2.598 0.326 0.472 0.0907
H 0.265 2.011 -0.186 0.0975
H 1.198 0.884 -1.311 0.1038
H -2.065 -1.463 -0.066 0.0196
H 0.059 -1.406 1.757 0.0667
```

Values from the calculation:
- relative energy (zero: lowest compared OMol25 entry of this formula, charge and spin) (kJ/mol) = 294.4
- HOMO-LUMO gap (eV) = 11.21
- SMILES string = [H]/N=C1/CN1.C#N

=====

The following is a quantum chemistry calculation of one molecule with the formula C3H5N3 at a distorted geometry, from the Open Molecules 2025 dataset.

```
11
Properties=species:S:1:pos:R:3:lowdin_charge:R:1
N -0.501 0.664 1.537 0.0315
C 0.058 0.118 0.358 -0.3784
C -0.862 0.041 -0.639 -0.0717
N -0.169 -0.455 -1.709 -0.0374
N 1.138 -0.672 -1.429 0.0166
C 1.287 -0.327 -0.153 -0.1178
H 0.097 1.182 2.145 0.0671
H -1.043 0.096 2.175 0.0796
H -1.777 0.413 0.024 0.1716
H -0.478 -0.658 -2.646 0.1402
H 2.250 -0.402 0.336 0.0987
```

Values from the calculation:
- relative energy (zero: lowest compared OMol25 entry of this formula, charge and spin) (kJ/mol) = 221.4
- HOMO-LUMO gap (eV) = 9.64
- SMILES string = Nc1cn[nH]c1

=====

The following is a quantum chemistry calculation of one molecule with the formula C3H5N3, from the Open Molecules 2025 dataset.

```
11
Properties=species:S:1:pos:R:3:lowdin_charge:R:1
C -1.648 -0.332 -0.010 -0.0483
C -0.173 -0.084 0.009 -0.3564
N 0.706 -1.054 0.258 0.0926
N 1.871 -0.439 0.197 -0.1022
N 1.850 0.850 -0.078 0.0489
C 0.551 1.104 -0.204 -0.1154
H -2.052 -0.451 1.003 0.0775
H -2.170 0.502 -0.486 0.0734
H -1.873 -1.243 -0.570 0.0758
H 2.734 -0.940 0.342 0.1517
H 0.194 2.098 -0.439 0.1024
```

Values from the calculation:
- relative energy (zero: lowest compared OMol25 entry of this formula, charge and spin) (kJ/mol) = 74.1
- HOMO-LUMO gap (eV) = 10.96
- SMILES string = Cc1cn[nH]n1

=====

The following is a quantum chemistry calculation of one molecule with the formula C3H5N3, from the Open Molecules 2025 dataset.

```
11
Properties=species:S:1:pos:R:3:lowdin_charge:R:1
C -1.425 -0.169 -0.141 -0.0262
N 0.000 0.013 0.042 -0.1265
C 0.747 1.126 -0.206 -0.1831
N 2.016 0.886 -0.026 0.0008
N 2.131 -0.428 0.350 0.0006
C 0.926 -0.928 0.382 -0.1827
H -1.648 -0.477 -1.166 0.0923
H -1.952 0.764 0.072 0.0915
H -1.778 -0.936 0.551 0.0908
H 0.322 2.075 -0.505 0.1210
H 0.665 -1.943 0.650 0.1215
```

Values from the calculation:
- relative energy (zero: lowest compared OMol25 entry of this formula, charge and spin) (kJ/mol) = 77.4
- HOMO-LUMO gap (eV) = 10.53
- SMILES string = Cn1cnnc1

=====

The following is a quantum chemistry calculation of one molecule with the formula C3H5N3, from the Open Molecules 2025 dataset.

```
11
Properties=species:S:1:pos:R:3:lowdin_charge:R:1
C -1.710 0.194 0.014 -0.0231
C 0.011 -0.091 -0.030 -0.4215
C -0.112 1.200 -0.164 0.0998
N 2.460 -0.352 0.076 0.0358
N 1.818 -1.329 0.500 -0.1011
N 0.422 -1.252 0.314 0.0090
H -1.989 -0.644 -0.635 0.0935
H -2.232 1.087 -0.345 0.0845
H -1.969 0.017 1.058 0.0888
H -0.149 1.756 -1.096 0.0780
H 3.446 -0.550 0.299 0.0564
```

Values from the calculation:
- relative energy (zero: lowest compared OMol25 entry of this formula, charge and spin) (kJ/mol) = 598.7
- HOMO-LUMO gap (eV) = 9.60

=====

The following is a quantum chemistry calculation of one molecule with the formula C3H5N3, from the Open Molecules 2025 dataset.

```
11
Properties=species:S:1:pos:R:3:lowdin_charge:R:1
C 0.978 0.464 1.287 -0.0487
C 0.072 0.097 0.155 -0.3560
N -0.993 0.826 -0.173 0.0937
N -1.513 0.170 -1.194 -0.1025
N -0.886 -0.922 -1.582 0.0494
C 0.132 -0.994 -0.730 -0.1160
H 0.665 -0.013 2.221 0.0767
H 2.005 0.149 1.080 0.0748
H 0.972 1.546 1.443 0.0754
H -2.334 0.504 -1.674 0.1510
H 0.849 -1.800 -0.786 0.1021
```

Values from the calculation:
- relative energy (zero: lowest compared OMol25 entry of this formula, charge and spin) (kJ/mol) = 73.8
- HOMO-LUMO gap (eV) = 10.95
- SMILES string = Cc1cn[nH]n1

=====

The following is a quantum chemistry calculation of one molecule with the formula C3H5N3 at a distorted geometry, from the Open Molecules 2025 dataset.

```
11
Properties=species:S:1:pos:R:3:lowdin_charge:R:1
C -0.589 -0.226 -0.060 -0.5277
C 1.434 -0.856 0.021 -0.1642
C 1.470 0.502 0.020 -0.1257
H -2.436 -1.094 0.166 0.1176
H -2.499 0.690 0.022 0.0857
H 2.281 -1.508 0.025 0.0851
H 2.296 1.215 -0.004 0.1005
H -0.253 1.836 -0.114 0.1502
N -1.966 -0.172 0.009 0.1122
N 0.124 -1.296 -0.067 0.0843
N 0.138 0.907 -0.020 0.0820
```

Values from the calculation:
- relative energy (zero: lowest compared OMol25 entry of this formula, charge and spin) (kJ/mol) = 10.7
- HOMO-LUMO gap (eV) = 8.56
- SMILES string = Nc1ncc[nH]1

=====

The following is a quantum chemistry calculation of a 2-piece molecular cluster, C3H5N3 overall at a distorted geometry, from the Open Molecules 2025 dataset.

```
11
Properties=species:S:1:pos:R:3:lowdin_charge:R:1
C -1.556 -0.380 0.052 -0.0605
N -0.470 -0.269 -0.933 -0.0014
C 0.449 0.658 -0.830 -0.2923
N 1.285 1.471 -0.755 0.1619
C 1.479 -0.503 1.485 -0.1494
N 2.306 0.312 1.233 -0.0747
H -1.138 -0.703 1.007 0.0509
H -2.274 -1.107 -0.334 0.0890
H -2.047 0.589 0.149 0.0927
H -0.153 -1.127 -1.359 0.1503
H 2.119 1.059 0.284 0.0333
```

Values from the calculation:
- relative energy (zero: lowest compared OMol25 entry of this formula, charge and spin) (kJ/mol) = 281.1
- HOMO-LUMO gap (eV) = 11.00

=====

The following is a quantum chemistry calculation of one molecule with the formula C3H5N3 at a distorted geometry, from the Open Molecules 2025 dataset.

```
11
Properties=species:S:1:pos:R:3:lowdin_charge:R:1
C -0.003 -0.891 1.115 -0.1027
C 0.538 -1.082 -0.450 -0.0877
C -0.373 1.306 0.161 -0.2615
H 0.842 -0.892 1.857 0.1042
H -0.806 -1.608 1.221 0.0821
H 1.102 -1.874 -0.975 0.0882
H 0.110 1.551 -1.847 0.1747
H -0.818 2.333 0.359 0.1318
N 0.265 -0.238 -1.402 -0.0735
N -0.378 0.842 -1.165 -0.0756
N -0.479 0.552 1.125 0.0200
```

Values from the calculation:
- relative energy (zero: lowest compared OMol25 entry of this formula, charge and spin) (kJ/mol) = 319.3
- HOMO-LUMO gap (eV) = 9.77
- SMILES string = C1=NCC=NN1

=====

The following is a quantum chemistry calculation of a 2-piece molecular cluster, C3H5N3 overall at a distorted geometry, from the Open Molecules 2025 dataset.

```
11
Properties=species:S:1:pos:R:3:lowdin_charge:R:1
C 0.924 1.495 0.346 -0.1136
N 1.021 0.053 0.580 -0.0130
N 0.147 -0.604 -1.996 0.0680
C -0.738 -1.317 -1.781 -0.1185
C -1.009 -1.194 0.927 0.0446
N -0.019 -0.503 0.897 -0.1684
H 1.388 2.021 1.187 0.0688
H -0.111 1.834 0.222 0.0739
H 1.487 1.721 -0.562 0.0660
H -1.561 -1.981 -1.632 0.0449
H -1.531 -1.525 1.813 0.0474
```

Values from the calculation:
- relative energy (zero: lowest compared OMol25 entry of this formula, charge and spin) (kJ/mol) = 406.6
- HOMO-LUMO gap (eV) = 9.89

=====

The following is a quantum chemistry calculation of C3H5N3 as an isolated structure at a distorted geometry, from the Open Molecules 2025 dataset.

```
11
Properties=species:S:1:pos:R:3:lowdin_charge:R:1
C 0.425 0.541 1.484 -0.0714
C 0.258 -0.010 0.116 -0.0709
C 0.300 -1.175 -0.483 -0.2119
N -0.300 -1.409 -1.691 -0.0350
N -0.900 -0.347 -2.109 -0.0950
N -0.812 0.620 -1.257 0.0270
H 1.342 0.302 2.022 0.0869
H 0.421 1.604 1.350 0.0666
H -0.382 0.295 2.170 0.0801
H 0.953 -1.860 0.035 0.1143
H -1.305 1.438 -1.637 0.1094
```

Values from the calculation:
- relative energy (zero: lowest compared OMol25 entry of this formula, charge and spin) (kJ/mol) = 341.5
- HOMO-LUMO gap (eV) = 10.06

=====

The following is a quantum chemistry calculation of one molecule with the formula C3H5N3 at a distorted geometry, from the Open Molecules 2025 dataset.

```
11
Properties=species:S:1:pos:R:3:lowdin_charge:R:1
C -0.536 -0.021 0.272 -0.4924
C 0.595 -1.012 0.276 -0.0464
C 1.323 -2.013 0.367 0.1267
H 1.108 0.934 -1.731 0.0964
H 1.314 1.509 -0.305 0.0163
H -1.119 1.637 -0.586 0.0582
H -2.307 0.522 0.955 0.0756
H 1.944 -2.885 0.243 0.0321
N 0.726 1.626 -1.044 0.0666
N -0.522 0.940 -0.654 -0.0332
N -1.524 -0.201 1.117 0.1000
```

Values from the calculation:
- relative energy (zero: lowest compared OMol25 entry of this formula, charge and spin) (kJ/mol) = 396.9
- HOMO-LUMO gap (eV) = 10.13
- SMILES string = [H]/N=C(/C#C)NN

=====

The following is a quantum chemistry calculation of one molecule with the formula C3H5N3 at a distorted geometry, from the Open Molecules 2025 dataset.

```
11
Properties=species:S:1:pos:R:3:lowdin_charge:R:1
C 2.035 -0.243 0.137 -0.0242
C -1.434 0.894 -0.028 -0.2099
C -2.526 -0.046 -0.099 -0.2286
H 2.384 -1.271 0.000 0.0473
H 2.646 0.234 -0.753 0.0922
H 2.194 0.364 1.130 0.1028
H -0.001 -1.282 -0.270 0.1000
H -2.051 1.782 0.198 0.1134
N 0.454 -0.415 -0.212 -0.0734
N -0.217 0.693 -0.178 -0.0409
N -3.483 -0.710 0.077 0.1213
```

Values from the calculation:
- relative energy (zero: lowest compared OMol25 entry of this formula, charge and spin) (kJ/mol) = 341.0
- HOMO-LUMO gap (eV) = 9.88
- SMILES string = CN/N=C\C#N

=====

The following is a quantum chemistry calculation of a 2-piece molecular cluster, C3H5N3O overall at a distorted geometry, from the Open Molecules 2025 dataset.

```
12
Properties=species:S:1:pos:R:3:lowdin_charge:R:1
O -2.942 0.673 -0.205 -0.0491
C -1.784 -0.083 0.053 -0.2555
C -0.604 0.721 -0.320 -0.2249
N 0.165 1.490 -0.715 0.1602
N 2.878 0.454 -0.398 0.1700
C 1.991 -0.298 -0.083 -0.4378
N 1.092 -1.043 0.337 0.1016
H -2.944 0.894 -1.146 0.0980
H -1.764 -1.039 -0.489 0.1210
H -1.767 -0.307 1.122 0.1252
H 3.799 0.155 -0.642 0.0804
H 1.885 -1.666 0.668 0.1109
```

Values from the calculation:
- relative energy (zero: lowest compared OMol25 entry of this formula, charge and spin) (kJ/mol) = 321.1
- HOMO-LUMO gap (eV) = 10.57
- SMILES string = N#CCO.N=C=N